{"formula": "C12H36KO10P", "method": "wB97M-V/def2-TZVPD", "spin_multiplicity": 1, "charge": -2, "homo_ev": -0.69, "de_lowest_ev": 0.209, "e_lumo_ev": 3.8866, "energy_ev": -59121.7334, "species": ["K", "P", "O", "O", "O", "O", "C", "C", "O", "H", "H", "H", "H", "H", "H", "C", "C", "O", "H", "H", "H", "H", "H", "H", "C", "C", "O", "H", "H", "H", "H", "H", "H", "C", "C", "O", "H", "H", "H", "H", "H", "H", "C", "C", "O", "H", "H", "H", "H", "H", "H", "C", "C", "O", "H", "H", "H", "H", "H", "H"], "positions_angstrom": [[13.1970, 1.3990, -21.7794], [10.6886, 3.4955, -21.7631], [9.3334, 4.1723, -21.8161], [11.6738, 4.0363, -22.8530], [10.4947, 1.9148, -22.0082], [11.4080, 3.6210, -20.3783], [16.9069, 2.7844, -21.7889], [16.6778, 1.4238, -22.4056], [16.0035, 0.5423, -21.5162], [17.5270, 2.7148, -20.8908], [15.9506, 3.2376, -21.5168], [17.3918, 3.4357, -22.5199], [17.6372, 0.9786, -22.7167], [16.0618, 1.5239, -23.2992], [16.6240, 0.2514, -20.8441], [13.7224, -2.8564, -21.9359], [13.8220, -2.5786, -20.4484], [13.3044, -1.3220, -20.1005], [14.3013, -2.1289, -22.5036], [12.6788, -2.8540, -22.2527], [14.1100, -3.8579, -22.1644], [14.8565, -2.6271, -20.0998], [13.2778, -3.3681, -19.8997], [12.4695, -1.1212, -20.5815], [14.5266, 5.5109, -24.5711], [14.3733, 3.9995, -24.4364], [14.0401, 3.6434, -23.1329], [15.2707, 5.9048, -23.8733], [13.5762, 5.9816, -24.3061], [14.7914, 5.8351, -25.5872], [15.3238, 3.5031, -24.6875], [13.5793, 3.6689, -25.1207], [13.0057, 3.9097, -22.9744], [14.7494, 1.3527, -18.1923], [13.4630, 2.1319, -18.3783], [13.5988, 3.0585, -19.4081], [14.9754, 0.7256, -19.0583], [14.6867, 0.6828, -17.3269], [15.5892, 2.0428, -18.0615], [13.2168, 2.6333, -17.4218], [12.6246, 1.4421, -18.5725], [12.6557, 3.3378, -19.8103], [10.6892, -0.8173, -25.7537], [10.3146, -0.1954, -24.4175], [11.3781, 0.5848, -23.9625], [11.0424, -0.0437, -26.4369], [9.8682, -1.3767, -26.2094], [11.5216, -1.5120, -25.5931], [10.0547, -0.9955, -23.6978], [9.4000, 0.4117, -24.4971], [10.9845, 1.1902, -23.2144], [10.0079, -2.3536, -20.1000], [9.9579, -0.8386, -20.1550], [10.9681, -0.3376, -21.0000], [10.9131, -2.6849, -19.5851], [9.9671, -2.7878, -21.0994], [9.1543, -2.7247, -19.5230], [10.0523, -0.4233, -19.1418], [8.9800, -0.5009, -20.5194], [10.6693, 0.5901, -21.3611]], "forces_ev_per_a": [[-0.1, 0.4, 0.1], [-0.4, 0.6, 0.5], [0.5, -0.2, 0.0], [-0.2, -0.3, -0.1], [0.4, -0.5, -0.3], [-0.2, -0.3, -0.2], [-0.2, 0.2, 0.1], [0.4, 0.1, 0.0], [-0.2, -0.3, -0.3], [0.1, 0.0, 0.0], [0.0, 0.0, -0.1], [0.1, 0.1, 0.1], [-0.1, 0.0, 0.0], [-0.1, 0.0, 0.1], [-0.1, 0.1, 0.1], [0.2, -0.5, 0.0], [-0.5, -0.1, 0.1], [0.4, 0.1, 0.0], [-0.1, 0.1, -0.1], [0.0, 0.3, -0.1], [0.1, 0.1, 0.0], [0.1, 0.1, -0.1], [0.1, 0.0, -0.1], [-0.1, 0.1, 0.2], [-0.1, 0.4, 0.0], [-0.1, 0.1, 0.4], [0.8, -0.1, -0.1], [0.1, -0.1, 0.0], [0.0, -0.1, 0.0], [0.0, -0.1, 0.0], [0.0, 0.0, -0.3], [0.2, -0.1, -0.2], [-0.6, -0.3, 0.3], [0.3, -0.3, 0.0], [-0.4, 0.3, 0.0], [0.5, -0.2, 0.0], [-0.1, 0.1, -0.1], [0.0, 0.1, 0.0], [-0.1, 0.0, 0.1], [0.0, 0.0, 0.0], [0.1, 0.0, 0.0], [-0.2, 0.1, -0.2], [0.2, -0.1, 0.2], [-0.2, 0.0, 0.1], [-0.1, -0.1, 0.1], [-0.1, 0.0, 0.0], [-0.1, 0.1, 0.0], [0.0, 0.0, -0.1], [0.1, 0.0, 0.0], [0.1, 0.0, -0.2], [0.1, 0.4, -0.1], [-0.1, 0.0, 0.3], [-0.1, 0.4, -0.2], [-0.2, -0.5, 0.2], [0.1, -0.1, -0.1], [0.1, 0.0, 0.0], [0.0, 0.0, 0.0], [0.1, -0.1, 0.0], [0.0, -0.1, -0.1], [0.2, 0.6, 0.0]]}


{"formula": "C4H13N2OS", "method": "wB97M-V/def2-TZVPD", "spin_multiplicity": 1, "charge": -1, "homo_ev": -3.14, "de_lowest_ev": 0.452, "e_lumo_ev": 3.8854, "energy_ev": -20222.4805, "species": ["C", "N", "C", "N", "C", "C", "S", "H", "H", "H", "H", "H", "H", "H", "H", "H", "H", "H", "H", "H", "O"], "positions_angstrom": [[-1.4099, -0.1338, -0.0326], [-0.7594, -0.2651, 1.3481], [-0.1988, -1.5789, 1.6034], [0.8400, -2.1299, 0.6526], [-1.4480, 1.2957, -0.4637], [-0.1334, 2.0490, -0.8081], [1.4399, 1.6380, 0.0606], [-0.7989, -0.8452, -0.5778], [-2.4171, -0.4586, 0.2319], [0.0505, 0.3604, 1.3536], [-0.9970, -2.3317, 1.5743], [0.2063, -1.5973, 2.6046], [0.8298, -1.5425, -0.1713], [1.7433, -1.9007, 1.0700], [-1.9344, 1.8665, 0.3465], [-2.0896, 1.4343, -1.3369], [0.0426, 1.8820, -1.8840], [-0.3410, 3.1006, -0.5997], [1.8829, 0.2544, -1.7005], [3.0379, -0.5949, -1.2609], [2.4543, -0.5024, -2.0100]], "forces_ev_per_a": [[1.1, -0.8, 3.0], [0.3, 0.3, -0.2], [-0.6, -0.8, -1.0], [0.1, 0.6, 1.0], [0.3, 1.1, 0.2], [0.1, -0.6, -0.1], [-0.2, 0.2, 0.0], [-0.7, 0.2, -1.3], [-0.2, -0.4, -1.0], [-0.2, 0.3, -0.1], [-0.2, 0.2, 0.1], [0.2, 0.1, 0.3], [0.1, 0.0, -0.3], [-0.1, -0.1, -0.2], [0.1, -0.3, -0.1], [-0.2, -0.2, -0.1], [0.0, 0.4, 0.2], [0.0, 0.0, -0.4], [0.7, -0.5, 0.1], [0.2, 0.0, 0.4], [-0.7, 0.3, -0.5]]}


{"formula": "C6H22N2O4", "method": "wB97M-V/def2-TZVPD", "spin_multiplicity": 2, "charge": 1, "homo_ev": [-13.51, -13.58], "de_lowest_ev": 0.335, "s2": 0.754, "e_lumo_ev": [-3.4222, -7.1134], "energy_ev": -17740.9746, "species": ["C", "C", "C", "C", "C", "N", "C", "N", "H", "H", "H", "H", "H", "H", "H", "H", "H", "H", "H", "H", "H", "H", "H", "H", "O", "H", "H", "O", "H", "H", "O", "H", "H", "O"], "positions_angstrom": [[-2.1701, -0.5521, 2.9499], [-1.0136, -0.9089, 2.0583], [-0.7666, 0.2954, 1.0545], [0.2540, -0.0602, 0.0299], [1.4762, 0.5702, 0.1089], [2.3814, 0.5283, -0.9286], [-0.2173, -1.1005, -0.8777], [0.2657, -1.1636, 2.7165], [-3.0274, -0.0552, 2.4811], [-2.5914, -1.4833, 3.3416], [-2.0573, 0.0258, 3.8791], [-1.3252, -1.7119, 1.3771], [-1.6931, 0.6073, 0.5593], [-0.4772, 1.0928, 1.7484], [1.6592, 1.2325, 0.9375], [3.3361, 0.4338, -0.5966], [2.1048, -0.2112, -1.5712], [-1.2995, -1.0570, -0.9970], [0.2307, -1.2552, -1.8546], [0.0325, -2.0846, -0.4363], [0.1010, -1.4945, 3.6631], [0.7748, -0.2953, 2.8545], [-1.8953, -0.6943, -3.2435], [-1.3430, 0.6091, -2.8220], [-1.1483, -0.1194, -3.4260], [0.6094, 2.4164, -2.8769], [1.3267, 2.2738, -1.6164], [0.6251, 2.8366, -2.0031], [-2.2618, 3.1105, -1.2405], [-0.7967, 2.6520, -1.1855], [-1.6742, 2.5016, -0.7692], [1.5520, -2.6021, 0.6468], [2.9371, -3.1683, 0.7529], [2.1781, -3.1299, 0.1407]], "forces_ev_per_a": [[-1.6, -0.6, 1.3], [0.0, 1.5, -1.3], [0.3, -0.1, 1.0], [-1.9, 0.2, 1.1], [1.1, 0.3, -1.7], [-1.1, -1.3, 2.0], [0.5, -1.2, -0.5], [-0.1, -0.2, 0.0], [0.4, -0.2, -0.5], [0.0, -0.1, -0.1], [1.0, 0.1, -0.5], [0.2, -0.3, 0.6], [0.2, -0.2, 0.1], [0.2, 0.3, -0.5], [0.4, 0.1, 0.2], [0.3, 0.5, -0.5], [0.4, 0.1, -0.4], [0.2, 0.0, 0.1], [0.2, 0.7, -0.2], [-0.3, 0.2, 0.3], [0.1, -0.3, -0.1], [-0.1, 0.0, 0.0], [-0.2, -0.3, -0.4], [0.1, 0.3, -0.1], [-0.1, 0.4, 0.3], [-0.4, 0.5, -0.3], [-0.3, 0.8, 0.1], [1.2, -1.2, -0.3], [0.1, -0.2, 0.3], [-0.4, 0.1, 0.2], [-0.2, 0.0, -0.4], [-0.1, -0.1, 0.3], [-0.3, -0.2, -0.5], [0.5, 0.4, 0.4]]}


{"formula": "C8H6Cl2GdN2O3Y", "method": "wB97M-V/def2-TZVPD", "spin_multiplicity": 8, "charge": 4, "homo_ev": [-22.82, -22.78], "de_lowest_ev": 0.456, "s2": 16.050, "e_lumo_ev": [-15.5284, -17.5329], "energy_ev": -64395.8124, "species": ["Y", "Gd", "Cl", "Cl", "C", "C", "C", "O", "O", "O", "N", "C", "C", "C", "C", "C", "N", "H", "H", "H", "H", "H", "H"], "positions_angstrom": [[-1.7185, -0.9573, -3.4086], [0.7343, -0.2820, 0.8957], [-1.0142, -2.9040, -2.0350], [-0.5782, 0.7904, -1.0514], [1.4082, 2.0013, 1.6502], [-0.3696, -2.0471, -4.9513], [-0.2775, 0.4705, -4.4604], [1.6608, 3.1385, 1.6444], [0.5733, -2.5762, -5.3736], [0.5564, 1.1477, -4.9086], [0.2032, -2.4359, 1.7826], [-0.9957, -1.8321, 2.4628], [-1.6433, -2.3834, 3.5395], [-2.7290, -1.6504, 4.0405], [-3.1117, -0.4546, 3.3911], [-2.3756, 0.0199, 2.3225], [-1.2526, -0.6359, 1.9060], [-0.0912, -3.0575, 1.0052], [0.6745, -3.0473, 2.4477], [-1.2878, -3.3120, 3.9610], [-3.2684, -1.9998, 4.9061], [-3.9828, 0.1228, 3.7595], [-2.6649, 0.9119, 1.7381]], "forces_ev_per_a": [[-2.5, -1.4, 3.3], [0.1, -0.6, -0.5], [-0.3, 1.3, -0.7], [-0.3, -0.5, -0.9], [1.7, 7.4, 0.3], [6.1, -4.1, -3.2], [6.4, 5.8, -3.4], [-1.3, -6.2, 0.2], [-4.9, 2.7, 1.9], [-4.6, -3.7, 2.3], [-1.4, -0.4, 0.6], [1.8, -0.4, -0.8], [-0.2, 0.5, -0.1], [0.3, 0.6, -0.7], [-0.4, -0.2, 0.5], [0.1, 0.5, -0.6], [-1.4, -0.3, 0.8], [0.0, 0.2, 0.5], [0.4, 0.0, 0.0], [-0.2, -0.2, 0.1], [-0.1, -0.1, 0.2], [0.6, -0.4, -0.4], [0.3, -0.4, 0.7]]}